Record 1
Below is 11 unconnected molecules or ions with the total composition C43H87NO21 in a non-equilibrium geometry, with properties calculated with ωB97M-V/def2-TZVPD.

```
152
Properties=species:S:1:pos:R:3
C -6.710 -4.413 3.988
O -6.481 -5.605 3.882
N -7.270 -3.699 4.987
C -7.726 -2.306 4.863
C -7.476 -4.364 6.225
H -6.524 -3.821 3.078
H -8.789 -2.255 4.627
H -7.212 -1.773 4.064
H -7.456 -1.822 5.802
H -7.864 -3.874 7.118
H -8.084 -5.265 6.143
H -6.488 -4.765 6.452
O 0.486 7.576 -2.222
C 0.609 8.613 -2.877
O 0.505 8.739 -4.193
C 0.212 7.590 -4.980
C -0.306 8.072 -6.376
C 0.887 9.898 -2.253
H -0.547 6.990 -4.478
H 1.094 6.951 -5.029
H -1.031 8.881 -6.288
H -0.584 7.175 -6.929
H 0.485 8.446 -7.027
H 1.930 9.967 -1.943
H 0.282 10.047 -1.359
H 0.624 10.749 -2.880
O -1.456 2.876 6.131
C -0.458 2.328 5.655
O 0.272 2.691 4.522
C -0.103 3.922 3.780
C 0.690 5.214 4.090
C 0.007 1.004 6.230
H -1.157 3.878 3.508
H 0.331 3.762 2.794
H 0.649 5.300 5.176
H 0.033 5.993 3.703
H 1.682 5.285 3.644
H -0.886 0.575 6.686
H 0.936 1.042 6.798
H 0.164 0.369 5.358
O -4.009 -4.561 -5.861
C -3.939 -3.346 -5.929
O -2.827 -2.587 -6.002
C -1.547 -3.124 -5.913
C -0.954 -3.305 -7.336
C -5.207 -2.504 -5.717
H -1.463 -4.041 -5.329
H -1.039 -2.383 -5.297
H -0.900 -2.355 -7.867
H -1.652 -3.870 -7.953
H 0.041 -3.750 -7.380
H -6.005 -3.175 -6.034
H -5.253 -1.564 -6.267
H -5.164 -2.428 -4.631
O 2.907 1.733 -5.562
C 3.942 2.302 -5.209
O 5.068 2.271 -5.911
C 5.193 1.430 -7.039
C 4.376 2.126 -8.202
C 3.989 2.953 -3.795
H 4.911 0.403 -6.806
H 6.233 1.445 -7.365
H 3.319 2.079 -7.940
H 4.566 1.746 -9.206
H 4.491 3.210 -8.225
H 4.715 2.396 -3.203
H 3.061 2.789 -3.248
H 4.245 4.012 -3.842
O -3.306 -0.702 -0.012
C -2.419 -0.274 -0.691
O -1.217 -0.866 -0.769
C -0.888 -2.159 -0.291
C 0.546 -2.217 0.278
C -2.558 0.959 -1.342
H -1.176 -2.828 -1.102
H -1.511 -2.203 0.603
H 0.998 -3.170 0.551
H 0.605 -1.626 1.192
H 1.199 -1.718 -0.439
H -2.997 0.902 -2.338
H -1.541 1.282 -1.565
H -3.003 1.704 -0.683
O -5.669 6.671 7.064
C -6.491 5.830 6.695
O -7.348 5.126 7.528
C -7.072 5.197 8.964
C -8.251 4.508 9.647
C -6.715 5.543 5.253
H -6.862 6.151 9.446
H -6.137 4.638 9.010
H -8.963 5.278 9.944
H -7.843 4.031 10.538
H -8.589 3.653 9.061
H -6.709 4.471 5.057
H -5.775 5.937 4.868
H -7.543 6.082 4.791
O 7.819 -7.304 3.391
C 8.599 -7.319 2.435
O 9.952 -7.340 2.442
C 10.643 -7.355 3.793
C 12.117 -7.719 3.609
C 8.049 -7.549 1.044
H 10.183 -8.133 4.403
H 10.595 -6.433 4.373
H 12.282 -7.350 2.597
H 12.208 -8.792 3.439
H 12.688 -7.447 4.496
H 6.974 -7.504 1.220
H 8.225 -8.539 0.624
H 8.307 -6.748 0.351
O 8.396 1.625 4.833
C 8.960 0.553 5.019
O 10.244 0.252 5.365
C 11.178 1.285 5.638
C 12.508 0.687 6.052
C 8.244 -0.731 4.999
H 10.902 1.983 6.428
H 11.386 1.823 4.713
H 13.038 1.570 6.407
H 13.051 0.233 5.223
H 12.255 -0.056 6.810
H 8.244 -1.087 6.030
H 8.728 -1.401 4.288
H 7.237 -0.477 4.668
O 0.187 -9.517 -2.334
C 0.393 -10.697 -2.000
O 1.073 -11.655 -2.622
C 1.827 -11.558 -3.793
C 0.929 -11.942 -4.924
C -0.090 -11.187 -0.666
H 2.642 -12.280 -3.738
H 2.239 -10.568 -3.990
H 0.231 -11.113 -5.044
H 0.411 -12.889 -4.769
H 1.630 -12.182 -5.723
H -1.172 -11.053 -0.659
H 0.436 -10.638 0.115
H 0.316 -12.179 -0.470
O -7.411 4.824 -5.351
C -7.313 5.988 -5.658
O -7.697 7.031 -4.943
C -8.417 6.808 -3.775
C -9.916 6.776 -4.274
C -6.858 6.306 -7.068
H -8.340 7.508 -2.944
H -8.177 5.906 -3.214
H -9.999 7.593 -4.991
H -10.695 7.037 -3.558
H -10.152 5.789 -4.671
H -6.410 7.286 -7.236
H -7.760 6.161 -7.662
H -6.054 5.646 -7.391
```

For the gap between HOMO and LUMO, the calculation gives 9.523 eV. As for the energy above the lowest of the compared OMol25 structures with the same formula, charge and spin: 337.1 kJ/mol. The value obtained for the LUMO energy is 0.0136 hartree. Its total energy is -3325.2883 Ha. As for the spin multiplicity: 1. Its structure (SMILES) is CCOC(C)=O.CCOC(C)=O.CCOC(C)=O.CCOC(C)=O.CCOC(C)=O.CCOC(C)=O.CCOC(C)=O.CCOC(C)=O.CCOC(C)=O.CCOC(C)=O.CN(C)C=O.

Atom charges from the Mulliken analysis, given in e for atoms 1 to 4: atom 1 (C): 0.0717, atom 2 (O): -0.5707, atom 3 (N): 0.1242, atom 4 (C): -0.8893



Record 2
Below is a molecular structure, C14H13NO4PdS in a non-equilibrium geometry, with properties calculated with ωB97M-V/def2-TZVPD.

```
34
Properties=species:S:1:pos:R:3
Pd 0.031 0.133 -0.131
O 2.272 0.265 -0.213
N 2.604 1.257 0.597
C 3.743 1.146 1.346
C 4.133 2.130 2.202
C 3.364 3.299 2.329
C 2.196 3.397 1.572
C 1.801 2.382 0.724
S 0.338 2.470 -0.203
H 4.274 0.219 1.202
H 5.031 1.995 2.784
H 3.658 4.088 3.001
H 1.556 4.262 1.652
C -0.116 -6.915 -0.021
O -1.455 -6.514 -0.076
C -1.712 -5.153 -0.043
C -3.058 -4.781 -0.085
C -3.409 -3.454 -0.046
C -2.461 -2.407 0.064
C -2.850 -1.045 0.163
C -4.303 -0.611 0.007
O -2.058 -0.061 0.399
C -1.064 -2.797 0.092
O -0.075 -1.979 0.189
C -0.744 -4.170 0.026
H -0.127 -8.006 -0.008
H 0.378 -6.550 0.887
H 0.448 -6.570 -0.896
H -3.810 -5.552 -0.153
H -4.460 -3.217 -0.077
H -5.021 -1.394 0.220
H -4.469 -0.249 -1.009
H -4.479 0.220 0.689
H 0.311 -4.398 0.038
```

Its charge is -1. The expectation value of S² is 0.756. For the gap between HOMO and LUMO (alpha / beta), the calculation gives 5.878 / 6.559 eV. As for the energy above the lowest of the compared OMol25 structures with the same formula, charge and spin: 0.0 kJ/mol. The value obtained for the LUMO energy (alpha / beta) is 0.1096 / 0.1096 hartree. Its total energy is -1423.0799 Ha. As for the spin multiplicity: 2.

Atom charges from the Mulliken analysis, given in e for atoms 1 to 4: atom 1 (Pd): 0.2362, atom 2 (O): -0.7673, atom 3 (N): 0.5248, atom 4 (C): -0.2255



Record 3
Below is a molecular structure, C5H3AuCl2CoNO3 in a non-equilibrium geometry, with properties calculated with ωB97M-V/def2-TZVPD.

```
16
Properties=species:S:1:pos:R:3
Co 0.950 -2.729 -1.782
Au -0.178 1.192 1.288
Cl 0.800 -1.013 -3.094
Cl 2.050 -2.093 0.095
C -0.630 0.158 2.819
C -0.194 -3.523 -2.863
C 1.549 -4.373 -1.480
O -0.944 -0.205 3.879
O -0.959 -3.997 -3.602
O 1.979 -5.461 -1.498
C 0.389 4.592 -1.772
C 0.281 3.455 -0.881
N 0.174 2.543 -0.167
H 1.438 4.919 -1.810
H -0.252 5.414 -1.416
H 0.058 4.321 -2.785
```

Its charge is +4. The expectation value of S² is 12.024. For the gap between HOMO and LUMO (alpha / beta), the calculation gives 9.914 / 5.447 eV. As for the energy above the lowest of the compared OMol25 structures with the same formula, charge and spin: 4.6 kJ/mol. The value obtained for the LUMO energy (alpha / beta) is -0.5868 / -0.7605 hartree. Its total energy is -2909.4934 Ha. As for the spin multiplicity: 7.

Atom charges from the Mulliken analysis, given in e for atoms 1 to 4: atom 1 (Co): 0.2678, atom 2 (Au): 1.0107, atom 3 (Cl): 0.2444, atom 4 (Cl): 0.2323



Record 4
Below is a molecular structure, C40H47BBrCdN10O4S in a non-equilibrium geometry, with properties calculated with ωB97M-V/def2-TZVPD.

```
105
Properties=species:S:1:pos:R:3
Cd 12.122 12.735 11.773
C 13.092 10.146 19.177
C 12.676 10.664 17.810
C 11.321 10.014 17.433
C 13.743 10.394 16.806
C 14.985 9.724 17.090
C 15.578 9.779 15.851
N 14.766 10.333 14.907
N 13.577 10.654 15.502
B 15.069 10.708 13.404
N 14.679 12.226 13.178
C 15.443 13.151 13.911
C 15.719 14.292 13.147
C 15.168 13.982 11.893
N 14.478 12.792 11.887
C 15.317 14.723 10.586
C 15.953 16.126 10.922
C 16.188 13.869 9.623
N 14.248 9.807 12.421
C 13.249 8.909 12.781
C 12.993 8.109 11.686
C 13.835 8.545 10.662
N 14.686 9.498 11.151
C 13.878 8.142 9.226
C 14.839 9.138 8.441
C 14.260 6.669 9.227
H 12.394 10.452 20.024
H 14.079 10.596 19.524
H 13.106 9.074 19.217
H 12.676 11.686 17.817
H 11.423 9.058 16.918
H 10.651 10.704 16.841
H 10.849 9.831 18.432
H 15.263 9.216 18.028
H 16.506 9.342 15.493
H 16.222 10.446 13.247
H 15.740 12.836 14.871
H 16.173 15.223 13.363
H 14.305 14.911 10.188
H 16.839 16.041 11.595
H 15.176 16.670 11.464
H 16.183 16.653 9.955
H 17.149 13.555 10.102
H 16.482 14.436 8.727
H 15.650 12.945 9.343
H 12.801 8.993 13.718
H 12.135 7.395 11.696
H 12.853 8.186 8.806
H 15.864 8.876 8.823
H 14.495 10.189 8.566
H 14.697 8.845 7.404
H 15.186 6.406 9.892
H 14.541 6.226 8.268
H 13.370 6.104 9.620
C 7.887 13.633 12.723
C 8.913 12.952 12.000
O 9.993 13.535 11.846
C 8.594 11.565 11.602
C 7.250 11.115 11.414
C 7.059 9.900 10.887
C 8.096 8.990 10.705
C 9.376 9.319 11.042
C 9.698 10.622 11.572
O 10.858 10.827 12.041
H 8.390 14.371 13.358
H 7.250 13.001 13.452
H 7.167 14.024 11.977
H 6.339 11.746 11.539
H 6.034 9.608 10.528
H 7.882 7.973 10.408
H 10.160 8.578 11.043
N 11.914 13.563 6.468
C 11.434 13.566 7.803
N 9.149 13.580 8.734
S 11.795 12.122 8.951
H 12.895 13.299 6.344
H 11.257 13.034 5.886
H 9.254 14.488 9.271
H 9.425 12.846 9.406
Br 10.284 17.619 13.822
C 10.861 16.025 14.474
C 10.627 15.568 15.817
C 11.112 14.239 16.089
C 11.660 13.508 15.081
N 11.916 14.028 13.814
C 11.525 15.260 13.487
H 10.288 16.328 16.577
H 10.919 13.867 17.082
H 11.878 12.471 15.264
H 11.671 15.768 12.556
O 10.007 13.675 7.632
C 11.954 14.830 8.447
N 12.125 15.040 9.733
C 12.370 16.383 9.938
O 12.768 16.915 10.951
C 12.150 17.082 8.661
C 12.251 18.414 8.229
C 12.203 18.651 6.873
C 12.007 17.640 5.977
C 11.716 16.372 6.336
C 11.960 16.073 7.716
H 12.389 19.188 8.997
H 12.326 19.662 6.532
H 11.965 18.005 4.952
H 11.381 15.636 5.673
```

Its charge is -1. For the gap between HOMO and LUMO, the calculation gives 5.672 eV. The value obtained for the LUMO energy is 0.0316 hartree. Its total energy is -5565.7504 Ha. As for the spin multiplicity: 1.

Atom charges from the Mulliken analysis, given in e for atoms 1 to 4: atom 1 (Cd): 3.6812, atom 2 (C): -2.1024, atom 3 (C): 1.1894, atom 4 (C): -1.1903



Record 5
Below is C3H3F6P in the gas phase in a non-equilibrium geometry, with properties calculated with ωB97M-V/def2-TZVPD.

```
13
Properties=species:S:1:pos:R:3
C -2.499 -1.667 0.324
C 1.136 -0.437 -1.120
C 2.030 -0.901 -0.014
F 3.329 -0.873 -0.336
F 1.907 -0.266 1.141
F 1.760 -2.199 0.226
F -2.787 -2.854 -0.199
F -1.358 -0.322 -1.798
F -0.848 0.472 0.305
P -0.733 -0.896 -0.391
H -2.162 -1.839 1.414
H 1.326 0.588 -1.384
H 1.094 -1.198 -1.968
```

For the gap between HOMO and LUMO (alpha / beta), the calculation gives 8.089 / 8.089 eV. As for the energy above the lowest of the compared OMol25 structures with the same formula, charge and spin: 312.7 kJ/mol. The value obtained for the LUMO energy (alpha / beta) is -0.0471 / -0.0472 hartree. Its total energy is -1056.6094 Ha. As for the spin multiplicity: 1. Its structure (SMILES) is FC=P(F)(F)CC(F)(F)F.

Atom charges from the Mulliken analysis, given in e for atoms 1 to 4: atom 1 (C): -0.2169, atom 2 (C): -0.9465, atom 3 (C): 0.8919, atom 4 (F): -0.2617



Record 6
Below is 2 unconnected molecules or ions with the total composition C3H6OS in a non-equilibrium geometry, with properties calculated with ωB97M-V/def2-TZVPD.

```
11
Properties=species:S:1:pos:R:3
C 1.714 -0.328 0.315
C 0.713 0.526 -0.310
C -1.450 0.259 0.550
O 0.995 -0.655 -0.878
S -2.451 0.269 -0.890
H 2.741 -0.230 0.169
H 1.436 -1.107 1.086
H 0.577 1.406 -0.919
H -1.675 1.055 1.280
H -1.117 -0.617 1.123
H -1.483 -0.578 -1.526
```

For the gap between HOMO and LUMO, the calculation gives 8.523 eV. As for the energy above the lowest of the compared OMol25 structures with the same formula, charge and spin: 469.5 kJ/mol. The value obtained for the LUMO energy is 0.0330 hartree. Its total energy is -591.1542 Ha. As for the spin multiplicity: 1.

Atom charges from the Mulliken analysis, given in e for atoms 1 to 4: atom 1 (C): -0.1482, atom 2 (C): -0.2591, atom 3 (C): -0.6106, atom 4 (O): -0.3009



Which formula does entry 2 have? C14H13NO4PdS